1.
13
Properties=species:S:1:pos:R:3:forces:R:3 method="wB97M-V/def2-TZVPD" gap_ev=8.99 smiles=CO[C@]1(N(S)S)OS1 total_charge=0
C 0.1106 0.2519 0.2416 -2.9262 -1.8850 1.6399
C 1.9600 -0.2428 -1.0362 -0.6725 -0.0162 -1.6401
N -1.3544 -0.0119 0.4874 0.6681 -0.6465 -0.6510
O 0.3275 1.5829 0.3346 0.7918 0.8199 -2.0614
O 0.6815 -0.6947 -0.5861 -0.4469 2.1669 0.1217
S 0.8752 0.7879 1.7398 0.5829 -0.1962 1.2137
S -2.2901 0.0203 -1.0015 0.9224 -0.6377 0.2955
S -1.6154 -1.3772 1.5295 -0.2325 0.0037 -0.1627
H 1.9139 0.7542 -1.4994 -0.0783 -0.4212 0.1275
H 2.3286 -0.9793 -1.7258 -0.1497 -0.2300 -0.5790
H 2.6341 -0.2528 -0.2525 1.3228 0.2944 1.8642
H -3.1055 1.0106 -0.6917 -0.2351 0.5357 0.3583
H -2.4660 -0.8491 2.4603 0.4533 0.2121 -0.5265

2.
11
Properties=species:S:1:pos:R:3:forces:R:3 method="wB97M-V/def2-TZVPD" gap_ev=10.88 smiles="O=CNC=O.O" total_charge=0
O -1.3715 1.7307 -1.1463 0.3470 -0.4906 -0.4396
C -1.1454 0.8818 -0.3154 -1.2582 1.0613 0.8721
N 0.0743 0.7130 0.2929 1.4173 0.0426 -0.7855
C 1.1438 0.7853 -0.7257 -1.5024 0.8620 -0.9387
O 1.5190 -0.1539 -1.3547 0.5575 -0.7927 0.9250
H -1.9884 0.2893 0.0916 0.3973 -0.1481 0.1405
H 0.1633 0.0956 1.0953 -0.2410 -0.2755 -0.5773
H 1.3307 1.7887 -1.1437 0.1546 0.0684 0.8187
H 0.7722 -1.7539 0.8134 0.1671 -0.2451 -0.1628
H -0.5685 -2.4451 0.9457 -0.1086 -0.0866 -0.0014
O 0.0705 -1.9315 1.4467 0.0694 0.0042 0.1491

3.
11
Properties=species:S:1:pos:R:3:forces:R:3 method="wB97M-V/def2-TZVPD" gap_ev="6.52 / 7.70" s_squared=2.007 multiplicity=3 total_charge=0
C 2.1157 -0.2998 0.0365 0.0883 -0.6173 0.3738
C -1.8791 -0.8388 -0.1909 -2.8396 -6.2151 -9.3587
N -1.5738 -0.0425 0.7321 3.4811 8.5925 10.0421
O 3.2075 -0.0564 0.4534 0.2921 0.1277 0.1026
O 1.3879 0.4926 -0.7298 -0.5439 0.6480 -0.5906
O -1.4386 1.2874 0.3447 -0.6534 -1.8717 -0.8630
H 1.5591 -1.2289 0.2399 0.0828 0.1233 -0.0373
H -1.9931 -1.8713 0.0853 -0.0775 -0.1103 -0.0235
H -2.0323 -0.5347 -1.2222 0.0614 -0.0861 0.0483
H 1.8512 1.3313 -0.9028 0.0965 -0.2971 0.1366
H -1.2045 1.7611 1.1537 0.0122 -0.2938 0.1699

4.
11
Properties=species:S:1:pos:R:3:forces:R:3 method="wB97M-V/def2-TZVPD" gap_ev="8.05 / 4.85" s_squared=0.759 multiplicity=2 total_charge=+1
O 1.5909 0.5142 0.7469 0.0776 0.2136 0.2215
C 1.3015 -0.3337 1.5745 0.4852 -0.3526 -0.8488
N 0.0149 -0.7437 1.6909 -0.0960 0.7009 1.1125
C -0.8593 0.2531 1.2658 0.1499 -0.5687 0.3283
O -0.4283 1.0593 0.4848 -0.0571 0.6034 -0.4688
H 2.0556 -0.8011 2.2173 0.0897 -0.0130 -0.1432
H -0.1763 -1.2943 2.5122 -0.5400 -0.4108 0.1301
H -1.8457 0.3196 1.7387 -0.1220 -0.1891 -0.3354
H -0.3918 -0.6377 -4.3699 -0.0382 -0.1200 -0.1353
H -1.5540 0.3287 -4.3357 -0.1126 -0.1164 -0.1328
O -1.3503 -0.6058 -4.4640 0.1635 0.2528 0.2720

5.
12
Properties=species:S:1:pos:R:3:forces:R:3 method="wB97M-V/def2-TZVPD" gap_ev="5.73 / 7.07" s_squared=2.016 multiplicity=3 total_charge=0
C -0.8736 0.4035 -0.7588 -0.1429 1.8669 -0.5500
C -1.0860 -0.6334 0.2862 -0.2782 -2.6672 -3.6730
N 1.3991 0.5070 0.4046 -2.1182 0.4636 -0.9892
O 0.2024 -0.2935 2.5686 -1.3396 1.0937 2.6600
O 0.1605 1.2577 -0.2826 0.8253 1.3505 1.3088
O 2.0496 -0.0551 -0.6668 1.2208 -0.0400 -0.6240
S 0.5701 -0.8094 1.2806 3.6423 -1.6121 -1.4010
H -0.5020 0.1118 -1.7337 -0.4210 -1.0836 -0.2222
H -1.7553 1.1213 -0.9745 1.0321 -1.1636 0.5516
H -1.8424 -0.4718 0.9824 -1.2030 0.2168 1.1558
H -1.0974 -1.7147 -0.2020 -0.3358 2.2475 1.2815
H 2.7751 0.5766 -0.9039 -0.8817 -0.6726 0.5016

6.
12
Properties=species:S:1:pos:R:3:forces:R:3 method="wB97M-V/def2-TZVPD" gap_ev=11.21 smiles="O=CNC(=O)O.O" total_charge=0
O -1.6593 1.2811 0.3419 -0.0293 -0.3646 0.9658
C -1.2505 0.8121 1.4162 -0.4490 0.6530 -3.4612
N -0.0504 0.2404 1.4804 1.8264 -1.3491 0.2682
C 1.0142 0.0275 0.4594 -2.6346 4.2870 0.9285
O 0.8333 1.0312 -0.4929 1.2790 -2.7356 -0.0751
O 1.9184 -0.6286 0.8463 0.5179 -0.0929 -1.6477
H -1.9236 0.7531 2.2374 -0.1704 0.0964 1.2934
H 0.4568 0.0676 2.3271 -0.7730 -0.3802 0.8583
H -0.1308 1.1318 -0.7193 0.4808 -0.0490 0.8748
H 0.0692 -1.9023 -1.9501 -0.6119 -0.4825 0.5550
H 0.0824 -1.3186 -3.3634 0.3668 -0.1410 0.5760
O 0.6403 -1.4954 -2.5830 0.1974 0.5586 -1.1360

Number 1: maximum force 3.8 eV/A. Number 2: maximum force 2.0 eV/A. Number 3: maximum force 13.7 eV/A. Number 4: maximum force 1.3 eV/A. Number 5: maximum force 4.5 eV/A. Number 6: maximum force 5.1 eV/A.